# 1
Below is a cluster of 2 separate species, C35H38NO2Si in total, with properties calculated with ωB97M-V/def2-TZVPD.

The geometry in XYZ format:
```
77
Properties=species:S:1:pos:R:3:forces:R:3:lowdin_charge:R:1
C 0.4400 1.0046 0.0139 0.2 0.3 -0.4 -0.149
Si -0.8239 1.6342 1.2328 -0.7 -0.6 1.1 0.406
C -0.1121 2.8731 2.4185 0.3 0.3 -0.2 -0.130
C -2.3588 2.3003 0.4121 0.3 0.2 -0.4 -0.143
O -1.3034 0.2688 2.0463 0.1 -0.4 -0.1 -0.174
C -1.4849 -0.0779 3.4060 0.3 -0.1 -0.2 -0.351
C -0.1134 -0.3003 4.0676 -0.4 0.0 0.2 -0.156
C 0.9880 -0.5394 3.2435 0.3 0.3 0.2 -0.052
C 2.2739 -0.5871 3.7842 -0.4 -0.1 0.2 -0.072
C 2.4429 -0.4955 5.1705 0.1 0.0 -0.1 -0.087
C 1.3291 -0.4176 6.0125 -0.2 -0.1 -0.2 -0.065
C 0.0423 -0.3365 5.4630 0.4 0.0 -0.3 -0.043
C -2.3690 1.0074 4.0598 0.7 0.5 -0.3 -0.127
C -1.8948 1.8676 5.0616 -0.4 0.1 0.1 -0.048
C -2.6902 2.9189 5.5308 0.1 -0.1 -0.3 -0.070
C -3.9514 3.1446 4.9790 -0.2 -0.3 0.1 -0.081
C -4.4138 2.3208 3.9478 0.5 -0.1 -0.2 -0.065
C -3.5891 1.3087 3.4414 -0.3 0.2 0.4 -0.063
C -2.1925 -1.4494 3.4190 0.1 -0.2 1.0 -0.292
C -1.4110 -2.6574 2.8779 -0.1 0.6 -0.2 -0.120
C -2.5221 -3.6705 2.6016 -0.1 -0.4 0.2 -0.165
C -3.7893 -2.8388 2.3569 -0.3 0.3 0.3 -0.185
N -3.3874 -1.4553 2.6520 -1.6 0.1 -1.0 -0.030
H 0.7202 1.8473 -0.6341 0.1 -0.3 -0.1 0.039
H 1.3517 0.6309 0.4981 -0.2 0.2 0.0 0.028
H 0.0359 0.1985 -0.6133 -0.1 0.2 0.1 0.009
H 0.4559 3.5849 1.8018 0.0 0.1 0.3 0.040
H -0.8923 3.4248 2.9580 0.1 -0.1 -0.2 0.041
H 0.5711 2.4294 3.1538 -0.1 0.0 -0.2 0.042
H -2.0868 3.2305 -0.1032 -0.3 -0.1 -0.1 0.037
H -2.7450 1.5845 -0.3238 0.0 0.1 0.1 0.037
H -3.1602 2.5176 1.1285 0.3 0.0 -0.1 0.025
H 0.8380 -0.6551 2.1676 0.0 0.2 0.5 0.090
H 3.1213 -0.6926 3.1035 -0.1 0.0 0.4 0.102
H 3.4493 -0.4918 5.5932 -0.3 -0.1 -0.1 0.103
H 1.4442 -0.4150 7.1000 0.1 0.0 -0.4 0.109
H -0.8329 -0.2462 6.1138 0.4 -0.1 -0.2 0.122
H -0.8849 1.7659 5.4572 -0.4 0.0 -0.1 0.104
H -2.2921 3.5723 6.3076 -0.2 -0.1 -0.2 0.108
H -4.5784 3.9529 5.3566 0.2 -0.2 -0.1 0.105
H -5.3952 2.4727 3.4963 0.3 0.1 0.1 0.108
H -3.8617 0.7750 2.5271 0.0 0.3 0.5 0.107
H -2.4671 -1.6365 4.4736 0.5 -0.1 0.2 0.165
H -0.9381 -2.3692 1.9309 0.0 0.1 0.1 0.110
H -0.6335 -2.9794 3.5716 -0.1 -0.1 -0.1 0.119
H -2.3053 -4.3046 1.7435 0.1 -0.1 0.1 0.098
H -2.6881 -4.3170 3.4690 0.2 0.0 -0.1 0.109
H -4.1684 -2.9533 1.3286 0.1 0.2 0.3 0.106
H -4.5971 -3.1205 3.0532 0.2 -0.3 -0.3 0.112
H -4.1408 -0.9486 3.1220 0.4 -0.5 -0.3 0.105
C -2.3118 -1.1722 -6.9777 0.3 -0.2 0.2 -0.033
C -2.1127 -0.4426 -5.7993 0.3 -0.1 0.2 -0.045
C -1.2345 -0.9122 -4.8225 0.1 -0.5 -0.1 0.007
C -0.5458 -2.1404 -5.0012 -0.7 0.5 -0.7 -0.137
C 0.2842 -2.6936 -3.9548 1.0 -1.0 -1.0 -0.110
O 0.9188 -3.8301 -4.3389 -0.5 0.5 1.6 0.116
C 1.7416 -4.5114 -3.4526 -0.1 0.9 -0.4 -0.135
C 1.9782 -3.9932 -2.1579 0.6 -0.7 -0.4 -0.123
C 3.0374 -4.6099 -1.4223 -0.5 0.0 -0.1 0.015
C 3.6698 -5.7384 -1.9137 0.1 0.2 0.3 -0.043
C 3.3342 -6.2658 -3.1718 -0.7 0.3 -0.2 -0.017
C 2.3896 -5.6231 -3.9665 0.2 -0.5 0.1 0.028
C 1.2508 -2.8446 -1.7552 0.3 0.6 -0.7 0.094
C 0.4962 -2.1521 -2.6885 0.2 -0.2 0.5 0.049
C -0.7382 -2.8478 -6.2120 0.0 -0.1 0.2 0.007
C -1.6173 -2.3756 -7.1778 0.0 0.2 0.2 -0.045
H -3.0037 -0.8051 -7.7383 0.2 -0.1 0.3 0.120
H -2.6444 0.4939 -5.6279 0.2 -0.3 -0.1 0.118
H -1.0777 -0.3565 -3.9014 -0.2 0.1 -0.3 0.110
H 3.3489 -4.1437 -0.4896 -0.2 -0.3 0.0 0.129
H 4.4382 -6.2372 -1.3195 -0.2 0.3 -0.2 0.123
H 3.7988 -7.1796 -3.5323 0.0 0.2 0.1 0.125
H 2.1316 -5.9768 -4.9669 0.1 0.1 0.3 0.139
H 1.3766 -2.4502 -0.7462 0.0 0.0 -0.2 0.141
H 0.1025 -1.1589 -2.4964 -0.1 -0.4 0.3 0.106
H -0.2120 -3.7896 -6.3813 -0.2 0.4 0.1 0.125
H -1.7631 -2.9546 -8.0882 0.0 0.2 0.2 0.118
```
Forces are in eV/Å.

As for the total charge: +1. As for the LUMO energy: -5.17 eV. The frontier orbital gap comes out at 4.92 eV. The energy above the lowest of the compared OMol25 structures with the same formula, charge and spin comes out at 0.0 kcal per mole. The value obtained for the HOMO energy is -10.092 eV.

---

# 2
Below is a cluster of 5 separate species, C35H39ClF19N2O11PS in total, with properties calculated with ωB97M-V/def2-TZVPD.

The geometry in XYZ format:
```
109
Properties=species:S:1:pos:R:3:forces:R:3:lowdin_charge:R:1
C -5.0410 -0.1768 3.9335 -0.5 0.1 1.7 -0.122
C -5.0447 1.3414 4.3738 0.1 0.8 -0.6 -0.236
C -4.1628 2.2823 3.4179 -0.1 -0.9 0.6 -0.191
C -2.9381 1.4622 2.7858 -1.4 0.3 0.9 -0.207
C -1.8344 2.4304 2.1978 -2.2 0.2 0.5 -0.481
C -2.5048 3.7559 1.7726 1.7 -2.0 -0.2 -0.294
N -2.8313 4.7499 1.3014 -0.3 0.2 0.3 0.213
P -0.5994 2.9395 3.6098 1.9 0.3 0.5 0.719
O -0.4981 1.6811 4.7272 -1.3 1.4 -0.3 -0.342
Cl -1.4496 4.5572 4.6439 -0.3 -1.0 -0.2 0.255
C -0.8998 1.7536 1.0610 0.4 1.2 2.5 -0.357
C 0.4244 2.6097 1.0900 -1.8 -1.8 -1.1 -0.261
N 1.4429 3.1357 1.0557 0.0 0.1 -0.1 0.209
C -0.6735 0.2563 1.5358 0.9 -1.0 -0.3 -0.106
C 0.5036 -0.5130 0.8668 1.5 -2.3 -1.9 -0.184
C 0.1645 -1.7204 0.0574 2.5 0.4 0.2 -0.037
C 1.2127 -2.5381 -0.5856 0.7 1.7 1.0 -0.055
C 2.6570 -2.1863 -0.4939 -2.5 1.7 1.6 -0.018
C 3.0035 -0.9919 0.3122 -1.4 -0.9 -0.3 -0.208
C 4.5013 -0.5193 0.4809 -1.1 0.4 -0.1 -0.069
C 1.9306 -0.2093 0.9790 -0.3 -1.2 -0.8 0.005
S -1.5230 1.9470 -0.6710 5.0 3.2 -4.3 0.806
O -1.4733 3.3445 -1.1302 -1.7 -1.5 2.2 -0.268
O -0.5492 1.2496 -1.5288 -2.3 -1.1 1.9 -0.254
C -3.2764 1.3953 -0.9458 -2.4 -0.1 -0.5 -0.375
F -3.6582 1.9459 -2.1639 1.1 -0.8 1.7 0.105
F -4.1799 1.8865 -0.0233 1.6 -0.6 -0.8 0.102
C -3.5347 -0.1568 -1.0755 -0.8 -1.8 -0.5 -0.282
F -3.8025 -0.7807 0.1457 0.6 1.5 -1.2 0.086
F -2.5278 -0.8756 -1.6625 -0.9 1.4 0.8 0.129
C -4.8400 -0.4481 -1.9749 -0.7 -2.0 0.2 -0.429
F -5.9049 0.3310 -1.6473 1.6 -0.6 -0.8 0.163
F -4.5589 -0.4751 -3.3091 -0.6 0.8 2.0 0.159
F -5.2084 -1.7526 -1.6521 0.5 1.8 -0.5 0.113
H -4.9774 -0.3466 2.8297 -0.1 0.1 1.0 0.066
H -4.2080 -0.6886 4.5052 -0.7 0.4 -1.1 0.076
H -5.9897 -0.6367 4.3481 1.0 0.3 -0.7 0.081
H -6.0854 1.7889 4.3521 1.1 -0.7 0.0 0.106
H -4.6980 1.4815 5.4421 -0.3 -0.5 -1.2 0.108
H -3.8006 3.1269 4.0771 -0.4 -0.7 -1.1 0.079
H -4.8550 2.6396 2.6090 1.0 0.0 0.7 0.113
H -2.5699 0.8154 3.6393 0.1 0.8 -1.2 0.109
H -3.3991 0.7597 2.0461 0.7 0.7 0.4 0.080
H -0.7502 2.0161 5.6135 0.1 -0.4 -0.4 0.055
H -0.5081 0.2026 2.6552 -0.2 0.6 -1.2 0.127
H -1.6049 -0.3618 1.3544 0.9 0.9 0.1 0.108
H -0.8911 -2.0607 -0.0598 0.9 0.5 0.1 0.087
H 0.9025 -3.4540 -1.1589 0.4 1.1 0.7 0.097
H 3.4325 -2.8252 -0.9916 -0.9 0.8 0.6 0.110
H 5.0865 -0.7384 -0.4448 -0.5 -0.3 1.6 0.052
H 4.9892 -0.9407 1.3982 -0.5 0.4 -0.8 0.086
H 4.4583 0.6112 0.5368 0.3 -1.2 0.2 0.088
H 2.2715 0.6588 1.5943 -0.4 -0.8 -0.6 0.099
C 5.0393 4.4710 -4.9638 0.3 -0.2 0.0 -0.055
C 4.0720 3.8528 -3.9763 -0.2 0.8 -0.2 -0.195
O 4.3654 2.4596 -3.7753 0.3 -0.7 0.4 0.031
C 5.3428 2.1853 -2.9044 -0.6 1.3 -0.4 -0.381
O 5.9735 3.0077 -2.3037 0.2 -0.7 0.1 0.171
C 5.5053 0.6721 -2.7543 0.2 -1.5 0.0 -0.509
F 5.4942 0.0316 -3.9371 0.0 0.5 0.1 0.163
F 4.5084 0.1415 -2.0175 0.0 0.8 -1.1 0.118
F 6.6556 0.3353 -2.1511 -0.3 0.5 -0.1 0.161
H 5.0434 3.9074 -5.8993 -0.1 0.1 0.0 0.085
H 4.7635 5.5051 -5.1752 -0.1 -0.1 0.0 0.075
H 6.0610 4.4574 -4.5791 -0.1 0.1 0.1 0.078
H 3.0587 3.9019 -4.3763 0.1 -0.3 0.0 0.123
H 4.0689 4.3885 -3.0250 0.2 -0.2 0.0 0.129
C -3.1562 -3.5101 2.5560 0.0 0.3 0.3 -0.050
C -2.0603 -4.5531 2.6202 -0.7 -0.1 -0.4 -0.202
O -0.8812 -4.0122 3.2387 0.5 0.1 0.5 0.029
C -0.8724 -3.9959 4.5771 -1.0 -0.5 -0.9 -0.382
O -1.7667 -4.3895 5.2704 0.5 0.3 0.3 0.171
C 0.4590 -3.4422 5.0884 1.3 0.7 0.6 -0.523
F 0.8443 -2.3401 4.4198 -0.4 -0.3 0.0 0.155
F 1.4511 -4.3438 4.9568 -0.5 -0.1 -0.1 0.158
F 0.4075 -3.1079 6.3853 -0.4 -0.3 -0.4 0.162
H -2.7960 -2.6071 2.0561 0.0 -0.1 -0.1 0.061
H -4.0221 -3.8930 2.0137 0.1 0.0 0.0 0.090
H -3.4779 -3.2140 3.5565 0.0 -0.1 0.0 0.073
H -1.7765 -4.8472 1.6138 0.2 0.2 0.2 0.102
H -2.3920 -5.4558 3.1374 0.1 0.2 0.2 0.131
C 4.1780 -7.2856 2.9707 -0.2 0.3 0.1 -0.059
C 3.7531 -8.0863 1.7566 0.8 0.0 0.3 -0.200
O 2.3244 -8.0549 1.6000 -0.7 0.2 -0.4 0.028
C 1.8251 -6.9694 0.9954 1.4 -0.3 0.3 -0.380
O 2.4792 -6.0501 0.5949 -0.7 0.0 -0.1 0.169
C 0.3073 -7.0945 0.8537 -1.5 -0.2 0.0 -0.512
F -0.2810 -7.5385 1.9801 0.4 0.1 -0.1 0.159
F -0.0317 -7.9580 -0.1215 0.5 0.2 0.1 0.165
F -0.2752 -5.9234 0.5539 0.7 -0.2 -0.1 0.142
H 3.6529 -7.6344 3.8625 0.1 -0.1 -0.1 0.084
H 5.2527 -7.3771 3.1347 -0.1 0.0 0.0 0.084
H 3.9352 -6.2283 2.8500 0.1 0.0 -0.1 0.077
H 4.0275 -9.1331 1.8914 -0.3 0.0 0.0 0.126
H 4.2501 -7.7373 0.8493 -0.2 0.1 0.0 0.126
C -1.6085 4.3935 -5.9675 0.3 0.0 0.2 -0.058
C -1.4889 5.4831 -7.0139 -0.5 -0.6 -0.1 -0.201
O -0.7016 6.5800 -6.5201 0.7 0.5 0.0 0.029
C 0.6262 6.4312 -6.5983 -1.1 -0.9 -0.4 -0.384
O 1.1797 5.4638 -7.0384 0.4 0.5 0.2 0.164
C 1.3303 7.6884 -6.0848 0.7 1.3 0.7 -0.524
F 0.7942 8.1453 -4.9396 -0.1 -0.4 -0.3 0.162
F 1.2567 8.6983 -6.9725 -0.2 -0.5 -0.1 0.161
F 2.6325 7.4797 -5.8428 -0.4 -0.4 -0.2 0.155
H -2.0005 4.8007 -5.0331 -0.1 0.0 -0.1 0.085
H -2.2722 3.5995 -6.3132 0.0 0.1 0.0 0.083
H -0.6346 3.9559 -5.7411 -0.1 0.0 -0.1 0.077
H -2.4766 5.8869 -7.2392 0.2 0.3 0.1 0.125
H -1.0762 5.1003 -7.9495 0.2 0.1 0.1 0.125
```
Forces are in eV/Å.

As for the LUMO energy: -0.68 eV. The frontier orbital gap comes out at 8.09 eV. The value obtained for the HOMO energy is -8.764 eV.